1.
Below is C4H10OS2 in the gas phase, with properties calculated with the ωB97M-V functional and the def2-TZVPD basis.

```
! RIJCOSX wB97M-V def2-TZVPD def2/J DEFGRID3
* xyz 0 1
C -1.99 1.96 1.98
S -1.69 0.65 0.77
S 0.79 0.49 0.78
C 0.94 0.51 -1.01
C 0.10 -0.58 -1.68
C 0.66 -1.97 -1.21
O 2.04 -2.25 -1.26
H -1.12 2.61 1.80
H -1.84 1.68 2.99
H -2.88 2.38 1.42
H 2.04 0.28 -1.05
H 0.63 1.49 -1.26
H -0.89 -0.65 -1.17
H 0.06 -0.63 -2.78
H 0.15 -2.73 -1.80
H 0.39 -2.10 -0.12
H 2.56 -1.80 -0.57
*
```

Output
- DFT total energy (a.u.) = -1029.9383
- gap between HOMO and LUMO (eV) = 7.87
- E_LUMO (eV) = -0.873
- structure (SMILES) = CSSCCCO

Löwdin population analysis, charges in e, atoms 1 to 5: atom 1 (C): -0.50, atom 2 (S): 0.54, atom 3 (S): 0.59, atom 4 (C): -0.60, atom 5 (C): -0.26


2.
Below is C3H2FHoO2 as an isolated structure, with properties calculated with the ωB97M-V functional and the def2-TZVPD basis.

```
! RIJCOSX wB97M-V def2-TZVPD def2/J DEFGRID3
* xyz 2 5
F -2.36 1.28 -0.34
O -0.72 -1.34 -0.31
O 0.53 0.46 0.23
C -2.32 -1.23 0.12
C -1.97 0.20 0.50
C -0.56 -0.11 0.05
H -2.80 -1.21 -0.87
H -2.12 0.54 1.53
Ho 2.84 0.02 0.10
*
```

Output
- DFT total energy (a.u.) = -1313.0760
- gap between HOMO and LUMO (alpha / beta) (eV) = 8.54 / 7.92
- E_LUMO (alpha / beta) (eV) = -10.215 / -10.108
- <S²> = 6.01

Löwdin population analysis, charges in e, atoms 1 to 5: atom 1 (F): 0.04, atom 2 (O): 0.12, atom 3 (O): -0.10, atom 4 (C): 0.35, atom 5 (C): -0.17


3.
Below is CH4N2O2S in the gas phase, with properties calculated with the ωB97M-V functional and the def2-TZVPD basis.

```
! RIJCOSX wB97M-V def2-TZVPD def2/J DEFGRID3
* xyz 0 1
C -0.26 0.46 0.12
N 0.90 1.11 -0.12
N -0.30 -0.90 -0.12
O -2.70 0.28 0.52
O 0.95 -1.36 -0.67
S -1.62 1.32 0.53
H 1.75 0.50 -0.10
H 1.18 1.99 0.34
H -1.17 -1.29 -0.49
H 1.27 -2.11 -0.01
*
```

Output
- DFT total energy (a.u.) = -698.5794
- gap between HOMO and LUMO (eV) = 7.69
- E_LUMO (eV) = 0.219

Löwdin population analysis, charges in e, atoms 1 to 5: atom 1 (C): -0.69, atom 2 (N): 0.05, atom 3 (N): -0.02, atom 4 (O): -0.69, atom 5 (O): -0.08


4.
Below is an isolated ion of composition C5H14N3 and charge +2, with properties calculated with the ωB97M-V functional and the def2-TZVPD basis.

```
! RIJCOSX wB97M-V def2-TZVPD def2/J DEFGRID3
* xyz 2 2
C -0.58 1.64 -1.89
C -0.22 0.53 -0.90
C 1.26 0.40 -0.57
C 1.41 -0.68 0.57
N 0.19 -1.02 1.32
C -0.51 -2.16 1.04
N -0.97 -2.69 2.06
N -0.53 2.99 -1.20
H -1.57 1.49 -2.30
H 0.10 1.75 -2.84
H -0.69 -0.44 -1.02
H -0.84 0.80 0.17
H 1.71 1.33 -0.09
H 1.84 0.00 -1.44
H 1.77 -1.59 0.12
H 2.23 -0.26 1.34
H 0.19 -0.70 2.26
H -0.58 -2.31 -0.09
H -1.54 -3.52 2.18
H -1.02 3.71 -1.75
H -0.93 3.02 -0.21
H 0.40 3.37 -1.17
*
```

Output
- DFT total energy (a.u.) = -362.4369
- gap between HOMO and LUMO (alpha / beta) (eV) = 12.46 / 7.45
- E_LUMO (alpha / beta) (eV) = -6.744 / -11.255
- <S²> = 0.78

Löwdin population analysis, charges in e, atoms 1 to 5: atom 1 (C): -0.13, atom 2 (C): -0.21, atom 3 (C): -0.16, atom 4 (C): -0.12, atom 5 (N): 0.12


5.
Below is C20H34ClFN3O4Zn as an isolated structure, with properties calculated with the ωB97M-V functional and the def2-TZVPD basis.

```
! RIJCOSX wB97M-V def2-TZVPD def2/J DEFGRID3
* xyz -1 1
O 0.42 -0.27 -1.34
C -0.39 0.09 -2.33
C -0.07 1.50 -2.88
C 0.44 2.50 -2.06
H 0.61 2.28 -1.00
C 0.70 3.77 -2.60
H 1.11 4.54 -1.96
C 0.41 4.03 -3.94
H 0.59 5.02 -4.36
C -0.12 3.02 -4.76
H -0.37 3.21 -5.80
C -0.34 1.75 -4.23
H -0.76 0.94 -4.82
H -0.28 -0.60 -3.21
C -2.36 -1.46 -1.77
C -1.90 -0.05 -1.96
H -3.40 -1.57 -2.11
H -2.30 -1.74 -0.70
H -1.72 -2.14 -2.35
C -2.67 1.03 -1.80
C -4.12 1.02 -1.44
H -2.25 2.03 -1.95
H -4.71 1.48 -2.25
H -4.27 1.61 -0.54
H -4.51 0.01 -1.26
Zn -0.41 -0.01 0.93
Cl -2.60 0.31 1.45
C -0.56 0.43 3.74
O 0.15 -0.33 3.04
N -0.95 0.16 4.98
C -0.54 -1.06 5.66
C -1.93 1.00 5.65
H -0.96 1.37 3.34
H 0.04 -1.68 4.98
H -1.43 -1.60 6.01
H 0.06 -0.81 6.54
H -2.23 1.79 4.96
H -1.50 1.44 6.56
H -2.81 0.42 5.95
H 4.80 1.96 -1.25
H 4.42 2.12 1.46
C 3.70 1.86 -1.20
C 3.37 1.84 1.25
N 3.29 1.14 -0.01
H 3.36 1.30 -2.08
C 3.02 -0.18 -0.06
O 2.75 -0.89 0.91
H 2.98 1.19 2.04
H 3.03 -0.58 -1.10
H 3.26 2.86 -1.21
H 2.78 2.76 1.20
H -0.05 -5.44 1.35
H 2.13 -5.41 -0.26
C -0.48 -4.84 0.54
C 1.55 -4.72 -0.89
N 0.55 -4.03 -0.09
H -1.27 -4.20 0.93
C 0.59 -2.71 0.13
O -0.25 -2.09 0.81
H 2.23 -3.97 -1.32
H 1.44 -2.22 -0.36
H -0.88 -5.54 -0.21
H 1.07 -5.30 -1.68
F 0.52 1.64 0.75
*
```

Output
- DFT total energy (a.u.) = -3587.2405
- gap between HOMO and LUMO (eV) = 6.50
- E_LUMO (eV) = 2.586

Löwdin population analysis, charges in e, atoms 1 to 5: atom 1 (O): -0.23, atom 2 (C): -0.48, atom 3 (C): -0.18, atom 4 (C): -0.04, atom 5 (H): 0.08


6.
Below is C10H25F6NO9S2V2 as an isolated structure, with properties calculated with the ωB97M-V functional and the def2-TZVPD basis.

```
! RIJCOSX wB97M-V def2-TZVPD def2/J DEFGRID3
* xyz 2 7
V -1.59 2.07 -1.50
V 1.33 0.76 -1.16
C 0.29 1.40 2.68
F -0.40 0.38 2.17
F -0.36 2.02 3.63
F 1.44 0.97 3.15
S 0.58 2.70 1.35
O -0.65 2.74 0.55
O 0.96 3.87 1.99
N 1.80 2.08 0.35
S 3.33 2.30 0.95
O 3.45 2.56 2.34
O 4.14 1.23 0.43
C 3.89 3.80 0.06
F 5.11 4.06 0.47
F 3.90 3.55 -1.25
F 3.09 4.82 0.31
O -0.73 0.38 -0.72
H -0.94 -0.24 -0.01
C 0.61 -2.52 -4.35
C 1.42 -1.40 -3.75
O 0.65 -0.68 -2.75
H 1.19 -3.19 -4.97
H -0.32 -2.21 -4.83
H 0.31 -3.18 -3.52
H 1.71 -0.69 -4.54
H 2.40 -1.75 -3.41
H -0.25 -1.04 -2.73
C -2.42 -2.58 1.06
C -2.84 -2.42 -0.38
O -1.66 -2.22 -1.20
H -3.30 -2.67 1.69
H -1.88 -1.70 1.44
H -1.77 -3.45 1.17
H -3.47 -1.53 -0.48
H -3.39 -3.27 -0.76
H -1.39 -1.30 -1.15
C 2.42 -2.72 1.32
C 1.50 -2.03 0.36
O 2.29 -1.04 -0.42
H 3.19 -3.26 0.76
H 1.93 -3.54 1.86
H 2.97 -2.07 2.00
H 0.74 -1.45 0.88
H 1.08 -2.71 -0.38
H 2.89 -1.54 -0.99
C -3.85 2.17 2.22
C -3.47 1.30 1.05
O -3.31 2.12 -0.17
H -4.78 2.70 2.01
H -3.08 2.93 2.39
H -3.91 1.57 3.12
H -4.18 0.50 0.86
H -2.47 0.91 1.22
H -4.18 2.47 -0.41
*
```

Output
- DFT total energy (a.u.) = -4410.8797
- gap between HOMO and LUMO (alpha / beta) (eV) = 7.44 / 7.47
- E_LUMO (alpha / beta) (eV) = -8.541 / -8.815
- <S²> = 12.01

Löwdin population analysis, charges in e, atoms 1 to 5: atom 1 (V): 1.26, atom 2 (V): 1.04, atom 3 (C): -0.66, atom 4 (F): 0.13, atom 5 (F): 0.20


7.
Below is a 2-piece molecular cluster, C3H4N2O2 overall, with properties calculated with the ωB97M-V functional and the def2-TZVPD basis.

```
! RIJCOSX wB97M-V def2-TZVPD def2/J DEFGRID3
* xyz 0 1
N -0.39 -0.72 -2.10
C 0.74 -0.35 -1.58
C 0.91 0.11 -0.24
O 0.40 -0.61 2.73
C -0.37 0.27 2.72
O -1.19 1.11 2.78
N 0.21 0.99 0.37
H -1.35 -0.70 -1.73
H -0.29 -1.22 -2.97
H 1.81 -0.29 0.26
H -0.49 1.42 -0.22
*
```

Output
- DFT total energy (a.u.) = -376.6412
- gap between HOMO and LUMO (eV) = 8.45
- E_LUMO (eV) = 0.111

Löwdin population analysis, charges in e, atoms 1 to 5: atom 1 (N): 0.07, atom 2 (C): -0.12, atom 3 (C): -0.29, atom 4 (O): 0.17, atom 5 (C): -0.46